DFT (ωB97M-V with the def2-TZVPD basis set) results for a cluster of 8 separate species, C35H44N9O5S2 in total.

XYZ file:
```
95
Properties=species:S:1:pos:R:3:mulliken_charge:R:1
S 4.797 -1.959 2.493 1.017
S 3.294 0.383 3.070 1.340
O 4.902 -3.036 1.409 -0.718
O 4.570 1.101 3.422 -0.685
O 2.431 1.404 2.288 -0.813
O 6.134 -1.267 2.524 -0.634
O 1.803 -1.274 4.764 -0.464
N 0.343 2.134 7.318 0.038
N 2.014 3.746 -7.898 0.008
N -2.262 2.259 -6.535 0.043
N 2.697 -7.174 2.764 0.013
N 4.584 -2.806 3.982 -0.540
N 3.476 -0.969 2.042 -0.341
N 1.949 0.505 -0.741 0.146
N -4.596 2.502 1.338 0.036
N -5.045 -0.331 -2.537 0.042
C 0.444 -0.067 -2.269 -0.221
C -1.406 -0.830 2.389 -0.452
C -3.964 0.451 -2.845 -0.527
C 1.693 0.111 -2.911 -0.732
C -5.564 1.624 0.929 -0.287
C 0.635 0.180 -0.930 -0.502
C 1.335 3.078 7.274 -0.305
C -0.062 -3.085 1.807 -0.420
C 3.733 3.251 -9.210 -0.401
C -0.381 -0.548 3.510 -0.279
C -1.609 2.215 -7.738 -0.480
C 0.831 4.246 7.790 -0.556
C 2.685 2.715 -7.295 -0.504
C -5.074 3.253 2.378 -0.571
C 2.389 0.045 4.659 -0.428
C -3.579 1.935 -6.720 -0.439
C -1.228 -2.108 1.528 -0.443
C 0.803 -1.506 3.763 0.564
C -2.522 1.868 -8.703 -0.497
C -6.669 1.810 1.724 -0.370
C 2.604 0.460 -1.942 -0.555
C 3.963 -6.396 4.411 -0.148
C -4.991 -1.489 -3.266 -0.617
C 2.644 4.076 -9.068 -0.534
C 2.431 -7.947 3.863 -0.493
C -0.516 4.001 8.154 -0.348
C -0.791 2.690 7.848 -0.544
C 3.633 -6.229 3.088 -0.666
C -3.867 -1.441 -4.054 -0.755
C 0.982 -2.811 2.908 0.246
C 3.201 -7.485 4.902 -0.671
C 3.759 2.388 -8.086 -0.446
C -6.358 2.843 2.642 -0.393
C -3.772 1.691 -8.058 -0.485
C -3.216 -0.211 -3.787 -0.233
H -0.052 0.153 -0.097 0.407
H 4.433 3.266 -10.032 0.383
H 4.675 -5.801 4.965 0.433
H -1.838 2.491 -5.651 0.247
H -0.554 2.435 -7.804 0.422
H -3.547 -2.206 -4.746 0.414
H 3.658 0.682 -2.004 0.387
H 3.215 -7.888 5.905 0.382
H -2.314 1.753 -9.757 0.392
H 1.860 -3.529 3.090 -0.069
H -4.708 1.414 -8.520 0.404
H 2.368 0.739 0.150 0.171
H 0.433 1.179 7.008 0.220
H -2.273 -0.108 2.214 0.399
H -1.940 -2.379 0.665 0.309
H -7.003 3.243 3.410 0.387
H 2.270 -7.283 1.859 0.213
H 3.593 -2.972 4.213 0.226
H -7.598 1.264 1.651 0.392
H 2.341 2.304 -6.357 0.495
H -2.302 0.149 -4.234 0.633
H 3.124 0.245 5.513 0.334
H -4.263 1.908 -5.886 0.401
H 4.482 1.614 -7.879 0.396
H -5.382 0.943 0.112 0.173
H 1.187 4.192 -7.536 0.238
H -1.692 2.107 7.963 0.367
H -4.460 4.011 2.840 0.395
H 1.570 0.856 4.754 0.119
H 0.071 -4.015 1.169 0.282
H 3.982 -5.520 2.350 0.554
H 1.718 -8.756 3.811 0.384
H 2.264 4.867 -9.697 0.370
H 1.904 -0.005 -3.965 0.466
H -5.767 -0.093 -1.876 0.203
H -3.821 1.410 -2.369 0.449
H -3.676 2.584 0.935 0.213
H -5.755 -2.245 -3.162 0.397
H -1.209 4.705 8.590 0.389
H 4.991 -3.748 3.803 0.251
H 2.311 2.836 6.882 0.384
H 1.371 5.175 7.892 0.390
H -0.465 0.372 4.174 0.162
H -0.491 -0.345 -2.732 0.439
```

Values from the calculation:
net charge: -1
2S+1: 1
HOMO-LUMO gap: 7.5 eV

***

DFT (ωB97M-V with the def2-TZVPD basis set) results for a structure of composition C10H15BrClN3O6Rh.

XYZ file:
```
37
Properties=species:S:1:pos:R:3:nbo_charge:R:1
Rh 0.775 0.405 -0.030 1.200
Br 2.589 -2.851 0.272 0.143
Cl -0.145 -1.433 -2.112 2.537
O -0.491 -0.104 -2.532 -0.831
O 1.529 2.214 0.022 -0.712
O 1.172 -1.769 -2.507 -0.786
O -1.105 -2.406 -2.431 -0.733
O -0.154 -1.326 -0.567 -0.868
O 3.352 3.379 -0.508 -0.518
N 2.811 -0.102 -0.218 -0.486
N -1.167 1.145 0.001 -0.744
N 0.697 -0.514 1.729 -0.637
C -0.748 2.282 2.213 -0.442
C -1.760 1.948 1.132 -0.228
C 4.781 -1.375 -0.652 -0.246
C 3.518 1.016 -0.493 0.094
C 3.451 -1.270 -0.268 0.166
C 4.836 0.999 -0.877 -0.185
C 5.478 -0.230 -0.979 -0.101
C -0.497 1.143 3.208 -0.423
C -0.450 -0.265 2.642 -0.234
C 2.802 2.331 -0.343 0.735
H 5.324 1.941 -1.084 0.274
H -2.171 2.858 0.700 0.230
H 1.572 -0.340 2.222 0.408
H -0.354 -0.981 3.461 0.231
H 5.249 -2.348 -0.682 0.260
H -1.187 1.736 -0.829 0.420
H -2.599 1.382 1.538 0.207
H 0.700 -1.498 1.454 0.435
H 6.513 -0.294 -1.287 0.251
H 0.175 2.621 1.745 0.247
H -1.129 3.138 2.771 0.245
H -1.304 1.131 3.945 0.238
H -1.763 0.356 -0.240 0.418
H 0.415 1.334 3.778 0.224
H -1.356 -0.534 2.098 0.210
```

Values from the calculation:
net charge: +1
energy above the lowest of the compared OMol25 structures with the same formula, charge and spin: 18.1 kcal per mole
2S+1: 1
HOMO-LUMO gap: 8.4 eV

***

DFT (ωB97M-V with the def2-TZVPD basis set) results for a structure of composition C28H25BrN4O2Re.

XYZ file:
```
61
Properties=species:S:1:pos:R:3:mulliken_spin:R:1
Re -0.039 0.529 0.278 1.247
Br 2.921 -4.505 -0.228 0.000
O 3.464 2.649 -0.113 -0.025
O -3.489 2.653 -0.378 -0.012
N -0.011 2.529 -0.253 -0.027
N -0.060 -1.727 0.344 0.012
N 1.921 0.947 0.036 -0.053
N -1.954 0.964 -0.058 0.009
C 1.088 -2.374 0.099 -0.006
C 5.029 -0.889 -0.740 -0.002
C 5.267 -1.516 0.472 0.007
C -5.380 -1.410 0.249 -0.042
C 0.070 -4.540 0.183 0.003
C -1.150 -2.496 0.522 0.002
C -1.179 4.458 -1.020 -0.010
C -1.123 -3.879 0.428 -0.006
C -4.646 -1.105 1.385 0.012
C -3.059 0.092 0.026 -0.073
C -3.375 0.290 -2.465 0.000
C 3.657 0.524 -2.265 -0.002
C -3.803 -0.204 -1.131 -0.006
C 3.019 0.080 0.150 -0.004
C 1.152 3.148 -0.463 0.019
C 3.276 -0.527 1.404 -0.005
C 2.400 -0.256 2.583 0.021
C 2.324 2.265 -0.175 -0.022
C 1.208 -3.756 0.046 -0.012
C 3.903 -0.095 -0.936 -0.018
C 1.221 4.445 -0.953 -0.009
C 4.398 -1.334 1.538 -0.003
C -1.156 3.160 -0.531 0.010
C -3.476 -0.352 1.296 -0.069
C -4.966 -0.959 -0.992 0.008
C -2.734 0.038 2.534 0.026
C 0.032 5.105 -1.245 0.018
C -2.346 2.277 -0.323 0.030
H -4.986 -1.426 2.358 0.000
H 2.605 0.742 -2.435 -0.002
H 4.014 -0.123 -3.062 0.000
H -2.295 0.416 -2.523 0.000
H -2.801 -0.746 3.286 0.001
H 5.722 -1.025 -1.554 -0.001
H 2.186 4.898 -1.112 0.001
H 0.113 -5.616 0.109 0.000
H 4.600 -1.798 2.490 0.000
H -6.274 -2.005 0.341 0.000
H 0.051 6.096 -1.671 -0.001
H -2.033 -4.446 0.548 0.001
H -2.127 4.927 -1.233 0.001
H 6.125 -2.156 0.592 0.000
H -3.170 0.945 2.960 -0.002
H -2.083 -2.000 0.745 -0.023
H 2.369 -1.119 3.245 0.002
H 1.363 0.001 2.285 0.001
H -3.699 -0.380 -3.256 -0.001
H 2.784 0.595 3.151 0.002
H -1.668 0.251 2.330 -0.010
H -3.847 1.256 -2.651 -0.002
H 4.226 1.452 -2.333 0.000
H -5.554 -1.184 -1.867 0.000
H 1.978 -1.784 -0.051 0.012
```

Values from the calculation:
expectation value of S²: 0.88
net charge: +2
2S+1: 2
HOMO-LUMO gap (spin up / spin down): 4.6 / 5.6 eV

***

DFT (ωB97M-V with the def2-TZVPD basis set) results for an isolated molecule of CH2O2S2.

XYZ file:
```
7
Properties=species:S:1:pos:R:3:nbo_charge:R:1
S -1.433 0.153 0.215 1.029
S 0.962 -0.435 0.951 1.016
O 1.378 0.642 1.801 -0.862
O -2.142 -0.915 -0.475 -0.854
C 0.186 0.178 -0.599 -0.841
H 0.324 -0.706 -1.127 0.256
H 0.724 1.083 -0.766 0.256
```

Values from the calculation:
energy above the lowest of the compared OMol25 structures with the same formula, charge and spin: 50.2 kcal per mole
2S+1: 1
HOMO-LUMO gap (spin up / spin down): 7.8 / 7.7 eV
SMILES: O=S1#S(=O)C1

***

DFT (ωB97M-V with the def2-TZVPD basis set) results for an isolated molecule of C16H19N3O3.

XYZ file:
```
41
Properties=species:S:1:pos:R:3:nbo_charge:R:1
O 2.226 0.803 0.569 -0.494
O 4.235 -1.098 -1.069 -0.604
O 0.581 0.176 2.114 -0.610
N 2.246 -2.153 -0.859 -0.440
N 0.407 3.011 -0.105 -0.153
N -0.652 3.860 -0.134 -0.365
C -3.104 2.378 2.912 -0.238
C 3.211 -1.223 -0.427 0.655
C -0.246 -2.171 -2.297 -0.390
C -1.630 3.528 0.785 0.176
C 1.022 0.968 1.247 0.776
C 0.999 -2.390 -0.101 -0.218
C 1.107 -2.003 -3.053 -0.408
C 3.075 -0.346 0.840 -0.151
C -3.640 3.423 2.136 -0.187
C -1.147 2.427 1.468 -0.127
C -2.884 4.044 1.111 -0.269
C -1.862 1.850 2.541 -0.154
C 0.173 2.130 0.864 0.013
C -0.147 -1.705 -0.839 -0.232
C -1.495 -1.880 -0.141 -0.609
C 2.210 -2.661 -2.248 -0.220
H 2.035 -3.746 -2.209 0.190
H -0.727 4.630 -0.816 0.416
H 1.073 -2.010 0.904 0.226
H -2.275 -1.171 -0.515 0.214
H 1.023 -2.472 -4.049 0.213
H -4.659 3.741 2.358 0.218
H 0.093 -0.638 -0.873 0.195
H -3.646 1.929 3.772 0.223
H -1.466 -1.747 0.924 0.218
H -0.508 -3.220 -2.299 0.190
H 3.170 -2.503 -2.716 0.242
H 4.053 0.095 1.069 0.226
H -1.078 -1.636 -2.798 0.212
H 0.815 -3.479 -0.039 0.191
H 2.731 -0.897 1.666 0.210
H 1.297 -0.926 -3.216 0.208
H -1.469 1.023 3.099 0.240
H -3.284 4.940 0.672 0.219
H -1.861 -2.880 -0.250 0.200
```

Values from the calculation:
energy above the lowest of the compared OMol25 structures with the same formula, charge and spin: 55.0 kcal per mole
2S+1: 1
HOMO-LUMO gap: 8.9 eV
SMILES: C[C@@H]1CCCN(C(=O)COC(=O)c2n[nH]c3ccccc23)C1

***

no.,electronic energy (hartree)
1,-3025.26532
2,-4150.06784
3,-4103.18555
4,-986.05332
5,-1011.08771